P.
Here is a 17-piece molecular cluster, C68H187N17O17 overall from the Open Molecules 2025 dataset. Energies are from ωB97M-V with the def2-TZVPD basis set.

Structure (ORCA input):
```
! RIJCOSX wB97M-V def2-TZVPD def2/J DEFGRID3
* xyz 0 1
C 1.48 -4.22 2.41
C 3.02 -4.29 2.49
C 3.46 -4.20 3.95
O 4.86 -4.01 3.99
C 5.25 -3.91 5.32
N 3.52 -5.48 1.79
H 1.07 -4.54 3.37
H 1.08 -4.94 1.69
H 1.11 -3.22 2.21
H 3.38 -3.37 1.99
H 3.24 -5.16 4.47
H 2.95 -3.36 4.46
H 5.23 -4.88 5.80
H 4.60 -3.23 5.88
H 6.27 -3.50 5.36
H 4.50 -5.65 1.83
H 2.97 -6.30 1.95
C -2.82 5.40 0.80
C -3.79 4.41 1.41
C -3.26 3.00 1.16
O -3.96 2.07 1.92
C -3.58 0.74 1.56
N -3.93 4.79 2.82
H -2.65 5.20 -0.28
H -1.84 5.35 1.29
H -3.18 6.42 0.91
H -4.75 4.49 0.90
H -2.16 3.01 1.37
H -3.44 2.78 0.07
H -2.50 0.57 1.64
H -3.82 0.53 0.51
H -4.13 0.09 2.25
H -4.76 4.28 3.11
H -3.14 4.44 3.39
C -7.14 -5.14 -1.60
C -7.57 -4.10 -2.64
C -6.45 -3.27 -3.23
O -6.00 -2.35 -2.23
C -5.00 -1.39 -2.64
N -8.01 -4.95 -3.72
H -7.94 -5.83 -1.37
H -6.90 -4.63 -0.65
H -6.22 -5.64 -1.91
H -8.37 -3.41 -2.30
H -6.84 -2.69 -4.07
H -5.61 -3.89 -3.58
H -5.35 -0.72 -3.46
H -4.06 -1.87 -2.98
H -4.81 -0.77 -1.74
H -8.72 -5.51 -3.29
H -8.41 -4.56 -4.56
C 0.09 1.04 4.08
C 1.49 0.49 3.84
C 2.25 0.37 5.13
O 3.53 -0.19 4.97
C 4.27 -0.17 6.15
N 1.35 -0.76 3.13
H 0.12 1.99 4.65
H -0.48 0.36 4.71
H -0.48 1.27 3.17
H 2.04 1.19 3.21
H 1.66 -0.28 5.83
H 2.24 1.40 5.57
H 3.79 -0.82 6.91
H 4.44 0.82 6.62
H 5.20 -0.66 5.88
H 2.24 -1.23 3.26
H 1.27 -0.58 2.14
C 0.55 -6.05 -1.43
C 1.77 -6.18 -2.44
C 2.08 -4.80 -3.07
O 0.92 -4.30 -3.68
C 1.16 -3.06 -4.35
N 2.94 -6.83 -1.86
H 0.34 -7.04 -1.03
H -0.27 -5.57 -1.98
H 0.89 -5.37 -0.65
H 1.46 -6.85 -3.25
H 2.93 -4.81 -3.77
H 2.36 -4.07 -2.29
H 1.93 -3.15 -5.12
H 1.48 -2.35 -3.58
H 0.21 -2.74 -4.83
H 2.80 -7.83 -1.72
H 3.26 -6.53 -0.96
C -4.68 -1.45 6.89
C -3.74 -0.49 6.06
C -3.15 -1.15 4.77
O -2.28 -2.18 5.20
C -1.51 -2.84 4.20
N -4.50 0.72 5.70
H -4.30 -2.47 7.01
H -5.66 -1.59 6.40
H -4.84 -1.07 7.89
H -2.90 -0.19 6.68
H -2.68 -0.42 4.12
H -4.03 -1.62 4.24
H -0.92 -3.60 4.72
H -0.82 -2.17 3.70
H -2.13 -3.39 3.48
H -5.18 0.56 4.98
H -5.02 1.01 6.51
C -2.47 -0.45 -5.80
C -2.99 0.87 -5.19
C -1.87 1.52 -4.36
O -2.40 2.49 -3.52
C -1.41 3.13 -2.73
N -3.55 1.72 -6.22
H -3.17 -0.89 -6.51
H -2.32 -1.26 -5.07
H -1.52 -0.38 -6.39
H -3.76 0.55 -4.50
H -1.11 1.97 -5.01
H -1.39 0.73 -3.76
H -0.86 2.42 -2.07
H -1.91 3.87 -2.09
H -0.64 3.60 -3.34
H -2.80 1.90 -6.90
H -3.88 2.60 -5.82
C 4.59 1.23 1.54
C 4.61 -0.27 1.28
C 5.22 -0.64 -0.10
O 4.45 -0.09 -1.18
C 3.27 -0.80 -1.52
N 5.41 -0.84 2.34
H 4.29 1.45 2.57
H 3.89 1.77 0.88
H 5.59 1.69 1.40
H 3.58 -0.68 1.37
H 5.38 -1.72 -0.20
H 6.19 -0.13 -0.19
H 2.47 -0.65 -0.78
H 3.46 -1.89 -1.67
H 2.96 -0.43 -2.55
H 5.45 -1.84 2.16
H 5.02 -0.71 3.26
C -0.68 6.03 4.20
C -1.11 7.41 4.59
C 0.10 8.42 4.40
O 0.97 8.25 5.51
C 2.14 9.10 5.40
N -2.16 7.91 3.74
H -1.40 5.28 4.55
H 0.27 5.84 4.72
H -0.56 5.95 3.10
H -1.34 7.42 5.68
H -0.28 9.45 4.36
H 0.50 8.18 3.40
H 2.60 9.02 6.38
H 1.79 10.13 5.27
H 2.86 8.80 4.64
H -2.92 7.26 3.67
H -2.53 8.77 4.12
C 9.17 -4.04 0.62
C 7.81 -3.60 1.12
C 6.62 -4.30 0.45
O 6.60 -3.98 -0.88
C 5.46 -4.37 -1.60
N 7.88 -3.79 2.59
H 9.98 -3.49 1.07
H 9.29 -3.97 -0.47
H 9.35 -5.11 0.82
H 7.72 -2.54 0.81
H 5.68 -3.95 0.94
H 6.73 -5.40 0.63
H 5.47 -3.84 -2.53
H 4.52 -4.20 -1.07
H 5.56 -5.43 -1.86
H 8.20 -4.75 2.77
H 6.96 -3.70 3.01
C 1.58 0.34 -5.17
C 2.34 1.63 -5.40
C 3.73 1.43 -4.76
O 4.58 2.56 -4.99
C 5.82 2.37 -4.35
N 2.39 1.86 -6.82
H 2.12 -0.55 -5.56
H 0.67 0.42 -5.78
H 1.28 0.17 -4.16
H 1.85 2.50 -4.94
H 4.19 0.53 -5.24
H 3.62 1.21 -3.71
H 5.75 2.32 -3.25
H 6.36 3.30 -4.62
H 6.42 1.53 -4.72
H 2.92 2.70 -7.05
H 2.75 1.06 -7.35
C 3.94 3.61 -1.39
C 3.44 4.87 -2.12
C 1.94 5.06 -2.16
O 1.25 4.68 -0.92
C 1.47 5.60 0.12
N 4.04 6.05 -1.46
H 3.60 3.73 -0.36
H 5.04 3.55 -1.35
H 3.58 2.66 -1.79
H 3.70 4.87 -3.19
H 1.45 4.43 -2.91
H 1.62 6.10 -2.40
H 0.54 5.50 0.68
H 1.56 6.65 -0.19
H 2.32 5.35 0.76
H 4.03 5.89 -0.47
H 5.03 6.13 -1.72
C -2.04 -4.58 -5.85
C -2.83 -4.78 -4.57
C -2.71 -6.20 -4.07
O -3.43 -6.34 -2.83
C -3.43 -7.66 -2.37
N -2.35 -3.75 -3.63
H -2.08 -3.53 -6.15
H -2.34 -5.19 -6.68
H -0.98 -4.81 -5.68
H -3.88 -4.63 -4.84
H -1.67 -6.50 -3.85
H -3.05 -6.93 -4.84
H -4.01 -8.31 -3.05
H -3.84 -7.71 -1.36
H -2.40 -8.08 -2.36
H -2.73 -3.84 -2.70
H -1.33 -3.91 -3.52
C -7.18 4.26 -4.99
C -6.11 4.33 -3.94
C -5.86 3.04 -3.24
O -7.04 2.71 -2.55
C -6.93 1.54 -1.78
N -4.90 4.68 -4.61
H -6.75 3.73 -5.87
H -7.45 5.25 -5.36
H -8.09 3.73 -4.70
H -6.42 5.11 -3.21
H -4.99 3.08 -2.59
H -5.65 2.28 -4.03
H -6.79 0.65 -2.42
H -7.82 1.37 -1.17
H -6.07 1.64 -1.11
H -4.07 4.43 -4.09
H -4.82 5.65 -4.84
C 6.11 6.33 3.20
C 4.83 6.55 2.44
C 3.59 6.09 3.17
O 3.54 4.69 3.01
C 2.42 4.03 3.65
N 4.83 8.00 2.17
H 6.19 5.32 3.60
H 6.12 7.00 4.06
H 7.04 6.50 2.65
H 4.96 6.00 1.48
H 2.72 6.61 2.73
H 3.65 6.36 4.23
H 1.48 4.43 3.26
H 2.52 4.25 4.71
H 2.47 2.97 3.45
H 4.17 8.35 1.48
H 5.75 8.27 1.86
C -2.37 -5.15 1.14
C -3.75 -4.82 0.72
C -4.28 -3.68 1.53
O -5.61 -3.32 1.14
C -5.89 -1.97 1.11
N -3.79 -4.39 -0.69
H -1.96 -5.99 0.52
H -2.36 -5.48 2.18
H -1.66 -4.34 1.04
H -4.41 -5.69 0.94
H -3.64 -2.78 1.36
H -4.26 -3.95 2.61
H -5.16 -1.41 0.51
H -5.97 -1.51 2.10
H -6.86 -1.88 0.59
H -4.72 -4.05 -0.89
H -3.61 -5.18 -1.27
C 0.04 -2.23 -0.62
C -1.04 -1.22 -0.14
C -0.71 0.27 -0.35
O 0.49 0.53 0.45
C 0.91 1.88 0.45
N -2.22 -1.48 -0.98
H -0.42 -3.20 -0.76
H 0.89 -2.32 0.05
H 0.44 -1.88 -1.58
H -1.31 -1.40 0.90
H -1.49 0.95 0.07
H -0.49 0.59 -1.43
H 1.43 2.04 1.40
H 0.07 2.59 0.38
H 1.64 2.10 -0.35
H -1.95 -1.47 -1.96
H -2.57 -2.39 -0.77
*
```

The HOMO-LUMO gap is 9.45 eV. The HOMO energy comes out at -0.3279 hartree.



Q.
Here is a 17-piece molecular cluster, C68H187N17O17 overall from the Open Molecules 2025 dataset. Energies are from ωB97M-V with the def2-TZVPD basis set.

Structure (ORCA input):
```
! RIJCOSX wB97M-V def2-TZVPD def2/J DEFGRID3
* xyz 0 1
C 5.14 4.60 -22.32
C 5.05 3.45 -21.32
C 3.83 2.55 -21.68
O 3.89 1.36 -20.92
C 2.75 0.45 -21.08
N 6.22 2.60 -21.49
H 5.25 4.21 -23.33
H 6.04 5.15 -22.03
H 4.22 5.19 -22.29
H 5.06 3.78 -20.28
H 3.87 2.31 -22.74
H 2.90 3.09 -21.51
H 2.73 0.12 -22.11
H 1.80 0.96 -20.90
H 2.82 -0.31 -20.31
H 6.08 2.10 -22.35
H 6.24 1.82 -20.85
C -2.84 -7.18 -10.87
C -1.93 -7.88 -11.84
C -0.95 -6.88 -12.68
O -1.81 -6.08 -13.60
C -1.04 -5.40 -14.58
N -1.08 -8.76 -11.08
H -3.69 -7.80 -10.58
H -3.33 -6.36 -11.39
H -2.35 -6.74 -10.00
H -2.47 -8.40 -12.63
H -0.12 -7.43 -13.11
H -0.61 -6.13 -11.96
H -0.18 -4.94 -14.08
H -1.67 -4.59 -14.94
H -0.63 -6.06 -15.34
H -0.56 -9.29 -11.77
H -0.39 -8.14 -10.67
C -8.91 -3.69 -26.59
C -7.87 -3.05 -25.66
C -7.76 -3.82 -24.36
O -7.09 -3.09 -23.34
C -6.98 -3.79 -22.18
N -6.55 -3.16 -26.32
H -9.91 -3.87 -26.20
H -8.58 -4.72 -26.68
H -8.87 -3.15 -27.54
H -8.17 -2.02 -25.48
H -7.26 -4.78 -24.53
H -8.73 -4.08 -23.92
H -6.74 -4.86 -22.20
H -7.83 -3.73 -21.51
H -6.17 -3.30 -21.64
H -6.26 -4.12 -26.17
H -5.78 -2.74 -25.82
C -12.05 -0.10 -21.83
C -11.19 -0.72 -20.61
C -10.54 0.27 -19.66
O -9.62 1.18 -20.35
C -8.59 0.64 -21.12
N -12.06 -1.59 -19.86
H -12.29 -0.84 -22.60
H -11.61 0.77 -22.32
H -12.94 0.40 -21.43
H -10.44 -1.34 -21.10
H -9.99 -0.17 -18.84
H -11.26 0.85 -19.08
H -8.97 0.35 -22.10
H -8.04 -0.18 -20.65
H -7.82 1.39 -21.31
H -12.84 -1.06 -19.50
H -12.51 -2.35 -20.34
C -9.52 5.66 -21.84
C -9.88 6.01 -20.43
C -11.37 5.87 -20.11
O -12.15 6.68 -21.04
C -13.45 6.62 -20.72
N -9.14 5.13 -19.52
H -8.50 5.94 -22.10
H -10.29 6.10 -22.46
H -9.69 4.61 -22.06
H -9.62 7.07 -20.34
H -11.44 6.19 -19.07
H -11.70 4.86 -20.32
H -13.86 5.60 -20.70
H -13.98 7.16 -21.51
H -13.81 7.06 -19.79
H -9.30 4.18 -19.82
H -8.18 5.24 -19.83
C -4.00 9.04 -16.61
C -4.88 7.92 -16.03
C -4.06 6.90 -15.22
O -4.79 5.73 -14.87
C -4.16 4.87 -13.89
N -6.04 8.47 -15.37
H -4.55 9.54 -17.41
H -3.08 8.63 -17.03
H -3.62 9.65 -15.79
H -5.11 7.46 -17.00
H -3.77 7.44 -14.32
H -3.15 6.57 -15.71
H -4.89 4.16 -13.52
H -3.94 5.49 -13.02
H -3.31 4.28 -14.25
H -6.76 7.81 -15.11
H -5.85 8.70 -14.41
C -4.53 -0.42 -17.72
C -4.19 0.92 -17.03
C -2.66 1.31 -16.98
O -2.00 0.52 -15.99
C -0.66 0.78 -15.81
N -4.96 1.89 -17.87
H -4.18 -0.39 -18.75
H -5.58 -0.72 -17.70
H -3.94 -1.15 -17.17
H -4.65 0.87 -16.04
H -2.53 2.37 -16.76
H -2.23 1.17 -17.97
H -0.49 1.79 -15.44
H 0.01 0.66 -16.67
H -0.28 0.11 -15.03
H -5.03 2.74 -17.33
H -5.92 1.58 -17.94
C -11.69 -5.87 -15.58
C -10.41 -5.04 -15.83
C -9.18 -5.43 -14.99
O -8.09 -4.53 -15.33
C -6.92 -4.73 -14.54
N -10.10 -5.20 -17.23
H -12.59 -5.41 -15.97
H -11.93 -6.01 -14.53
H -11.56 -6.85 -16.05
H -10.66 -4.01 -15.56
H -8.81 -6.41 -15.31
H -9.49 -5.36 -13.95
H -7.21 -4.48 -13.52
H -6.27 -3.98 -14.98
H -6.33 -5.64 -14.64
H -10.69 -4.55 -17.73
H -9.24 -4.71 -17.42
C -1.51 5.23 -20.85
C -2.78 6.10 -20.48
C -3.05 7.37 -21.27
O -2.02 8.33 -21.01
C -1.98 9.44 -21.81
N -3.96 5.31 -20.74
H -1.32 5.02 -21.90
H -1.55 4.29 -20.29
H -0.55 5.66 -20.58
H -2.69 6.39 -19.43
H -3.99 7.85 -21.01
H -3.25 7.07 -22.30
H -1.94 9.17 -22.86
H -1.09 10.05 -21.71
H -2.84 10.05 -21.53
H -4.02 4.46 -20.20
H -3.86 4.83 -21.63
C -12.03 -2.67 -11.13
C -10.58 -2.51 -10.65
C -9.86 -1.33 -11.34
O -8.40 -1.48 -11.31
C -7.76 -0.54 -12.17
N -10.51 -2.52 -9.21
H -12.62 -1.96 -10.56
H -12.31 -3.70 -10.92
H -12.11 -2.52 -12.20
H -10.06 -3.44 -10.91
H -10.14 -0.37 -10.90
H -10.20 -1.29 -12.38
H -8.11 -0.84 -13.16
H -6.67 -0.61 -12.12
H -7.88 0.49 -11.83
H -11.04 -1.80 -8.73
H -9.57 -2.36 -8.88
C -9.77 2.97 -14.19
C -10.24 4.40 -13.88
C -10.46 4.77 -12.33
O -11.41 3.98 -11.68
C -11.62 4.05 -10.25
N -9.22 5.26 -14.41
H -8.70 2.84 -14.06
H -9.96 2.71 -15.23
H -10.29 2.21 -13.60
H -11.16 4.55 -14.44
H -10.89 5.76 -12.16
H -9.59 4.72 -11.68
H -10.66 3.98 -9.73
H -12.28 3.28 -9.86
H -12.01 5.04 -9.97
H -8.32 4.89 -14.12
H -9.15 5.15 -15.42
C -1.48 -0.09 -24.46
C -3.02 -0.01 -23.91
C -3.94 0.94 -24.69
O -3.99 2.26 -24.07
C -4.94 3.12 -24.65
N -3.50 -1.37 -24.16
H -0.90 0.77 -24.13
H -1.45 -0.20 -25.55
H -0.89 -0.95 -24.14
H -2.96 0.27 -22.86
H -4.95 0.53 -24.61
H -3.79 0.93 -25.77
H -5.90 2.65 -24.45
H -4.72 3.29 -25.71
H -4.80 4.08 -24.16
H -4.42 -1.47 -23.76
H -2.97 -2.07 -23.65
C 1.78 9.41 -17.52
C 2.42 8.04 -17.64
C 1.63 6.90 -16.87
O 2.30 5.62 -16.76
C 3.39 5.58 -15.87
N 2.62 7.68 -19.02
H 1.58 9.48 -16.45
H 0.83 9.59 -18.03
H 2.49 10.23 -17.62
H 3.38 8.15 -17.13
H 0.70 6.73 -17.40
H 1.38 7.25 -15.87
H 3.04 5.68 -14.84
H 4.21 6.29 -15.97
H 3.75 4.55 -15.92
H 1.79 7.61 -19.59
H 2.93 6.72 -18.99
C 5.36 -0.48 -17.00
C 5.70 -1.91 -17.42
C 4.57 -2.96 -16.97
O 4.95 -4.18 -17.48
C 5.94 -4.93 -16.79
N 5.90 -1.90 -18.87
H 6.24 0.12 -16.75
H 4.84 -0.60 -16.05
H 4.63 0.09 -17.57
H 6.71 -2.02 -17.02
H 3.50 -2.87 -17.19
H 4.50 -2.99 -15.89
H 6.89 -4.43 -16.65
H 6.12 -5.84 -17.36
H 5.63 -5.10 -15.76
H 5.78 -2.88 -19.08
H 5.17 -1.36 -19.30
C -0.57 -3.47 -20.01
C 0.16 -4.37 -20.96
C 0.73 -5.64 -20.15
O 1.35 -6.71 -20.88
C 2.73 -6.53 -21.31
N -0.79 -4.83 -21.92
H -1.51 -3.89 -19.66
H -0.84 -2.51 -20.46
H -0.05 -3.15 -19.10
H 0.95 -3.80 -21.42
H -0.07 -6.10 -19.56
H 1.42 -5.25 -19.39
H 3.42 -6.37 -20.48
H 2.81 -5.71 -22.02
H 2.96 -7.36 -21.97
H -0.49 -5.68 -22.38
H -1.52 -5.18 -21.31
C -0.66 3.02 -9.36
C 0.83 3.14 -9.37
C 1.36 3.75 -10.70
O 2.77 3.92 -10.78
C 3.57 2.78 -10.81
N 1.19 3.97 -8.18
H -0.92 2.18 -10.00
H -1.19 3.92 -9.66
H -0.88 2.61 -8.37
H 1.26 2.15 -9.18
H 0.87 4.71 -10.87
H 1.06 3.14 -11.55
H 3.50 2.20 -9.89
H 4.58 3.18 -10.89
H 3.42 2.08 -11.63
H 2.16 4.25 -8.21
H 0.70 4.84 -8.29
C 2.39 -2.13 -11.21
C 3.33 -3.34 -10.77
C 4.88 -2.97 -10.65
O 5.40 -2.33 -11.82
C 6.79 -2.54 -11.97
N 2.84 -3.79 -9.49
H 2.49 -1.32 -10.49
H 1.36 -2.49 -11.10
H 2.63 -1.72 -12.19
H 3.19 -4.11 -11.53
H 5.31 -3.96 -10.50
H 4.97 -2.36 -9.75
H 7.14 -3.54 -11.70
H 7.41 -1.84 -11.42
H 7.04 -2.47 -13.03
H 3.07 -3.17 -8.72
H 1.84 -3.62 -9.50
*
```

The HOMO-LUMO gap is 8.95 eV. The HOMO energy comes out at -0.3327 hartree.



It is P that is the most stable of them.